(1)
Molecular formula: C38H43BrN3Sr
Method: DFT, the ωB97M-V functional and the def2-TZVPD basis

The HOMO-LUMO gap is 7.20 eV. Its calculated total energy is -115457.49976 eV. For the HOMO energy, the calculation gives -4.7 eV.

```
! wB97M-V def2-TZVPD RIJCOSX def2/J DEFGRID3
* xyz -1 1
Sr 0.655 -1.426 0.747
C -3.505 -1.754 -3.089
C -2.761 -0.472 -2.756
C -3.218 0.407 -1.760
C -4.481 0.145 -0.954
C -2.524 1.600 -1.515
C -2.963 2.499 -0.374
C -1.436 1.969 -2.313
C -0.808 3.334 -2.098
C -0.947 1.069 -3.266
C 0.304 1.355 -4.071
C -1.584 -0.167 -3.455
C -0.948 -1.162 -4.401
H -3.520 -1.923 -4.165
H -4.541 -1.729 -2.761
H -3.036 -2.631 -2.630
H -5.234 0.918 -1.147
H -4.290 0.169 0.125
H -4.934 -0.819 -1.173
H -3.841 3.109 -0.630
H -2.169 3.178 -0.071
H -3.234 1.912 0.505
H -1.581 4.093 -1.974
H -0.194 3.639 -2.940
H -0.172 3.370 -1.206
H 0.081 1.413 -5.144
H 1.033 0.551 -3.931
H 0.790 2.282 -3.780
H -0.999 -0.835 -5.450
H -1.391 -2.153 -4.326
H 0.104 -1.264 -4.128
C -3.848 -3.689 -0.080
C -3.493 -5.030 -0.037
C -2.229 -5.384 0.390
C -1.315 -4.402 0.797
N -1.658 -3.096 0.702
C -2.887 -2.770 0.284
C 0.042 -4.766 1.322
C 0.214 -6.020 1.939
C 1.467 -6.400 2.393
C 2.544 -5.528 2.222
C 2.338 -4.280 1.642
C 1.086 -3.836 1.175
H -4.826 -3.363 -0.407
H -4.196 -5.793 -0.352
H -1.925 -6.422 0.394
H -3.100 -1.706 0.220
H -0.631 -6.689 2.100
H 1.602 -7.358 2.882
H 3.533 -5.822 2.561
H 3.197 -3.616 1.565
C 4.267 2.012 -1.321
C 2.744 2.012 -1.177
C 2.211 3.158 -0.339
C 2.298 4.464 -0.829
C 1.773 5.543 -0.131
C 1.137 5.316 1.083
C 1.032 4.031 1.606
C 0.356 3.798 2.937
C 1.317 3.959 4.120
C 1.593 2.950 0.906
N 1.422 1.661 1.482
C 2.416 1.140 2.104
C 2.354 -0.096 2.843
C 3.367 -0.650 3.644
C 2.812 -1.775 4.265
C 1.486 -1.851 3.798
N 1.193 -0.842 2.948
H 4.583 1.177 -1.955
H 4.750 1.901 -0.345
H 4.629 2.944 -1.767
H 2.443 1.060 -0.759
H 2.283 2.050 -2.169
H 2.773 4.624 -1.796
H 1.844 6.548 -0.536
H 0.700 6.146 1.636
H -0.057 2.791 2.954
H -0.474 4.500 3.040
H 2.132 3.233 4.052
H 0.806 3.802 5.074
H 1.760 4.959 4.127
H 3.387 1.650 2.125
H 4.373 -0.262 3.755
H 3.298 -2.463 4.944
H 0.749 -2.613 4.027
Br 1.674 -1.582 -1.925
*
```


(2)
Molecular formula: C22H26N2O5S
Method: DFT, the ωB97M-V functional and the def2-TZVPD basis

The HOMO-LUMO gap is 8.43 eV. Its calculated total energy is -47287.58876 eV. For the HOMO energy, the calculation gives -7.9 eV.

```
! wB97M-V def2-TZVPD RIJCOSX def2/J DEFGRID3
* xyz 0 1
C -7.307 -2.175 -0.984
H -6.809 -2.986 -0.442
O -7.275 -0.971 -0.259
C -6.067 -0.397 0.004
C -6.102 0.815 0.688
C -4.930 1.488 0.969
C -3.700 0.957 0.608
C -3.659 -0.291 -0.033
C -4.840 -0.947 -0.352
H -4.795 -1.892 -0.867
O -2.420 -0.814 -0.262
C -2.270 -1.723 -1.328
H -2.727 -1.332 -2.239
H -2.691 -2.706 -1.087
H -1.196 -1.822 -1.480
N -2.475 1.617 0.809
S -1.685 2.122 -0.605
O -2.261 1.474 -1.746
O -1.645 3.559 -0.623
C -0.010 1.538 -0.354
C 1.009 2.198 -1.014
C 2.327 1.781 -0.885
C 2.587 0.686 -0.073
C 1.548 0.034 0.600
C 0.243 0.452 0.468
H -0.571 -0.043 0.970
C 2.107 -1.083 1.428
H 1.575 -2.020 1.268
H 2.044 -0.837 2.490
C 3.569 -1.173 0.952
N 3.808 0.075 0.217
C 5.026 0.532 -0.216
O 5.126 1.506 -0.937
C 6.233 -0.220 0.237
C 7.560 0.468 0.050
C 7.195 -0.665 -0.841
H 6.925 -0.435 -1.861
H 7.689 -1.617 -0.714
H 7.527 1.462 -0.368
H 8.316 0.318 0.806
H 6.127 -0.864 1.097
C 3.776 -2.372 0.027
H 3.609 -3.298 0.572
H 3.074 -2.319 -0.802
H 4.785 -2.383 -0.377
H 4.248 -1.238 1.808
H 3.125 2.290 -1.396
H 0.758 3.048 -1.627
C -2.348 2.575 1.881
H -2.786 2.159 2.787
H -1.284 2.749 2.037
H -2.818 3.534 1.643
H -4.973 2.445 1.464
H -7.059 1.225 0.967
H -8.362 -2.419 -1.103
H -6.850 -2.062 -1.973
*
```


(3)
Molecular formula: C6H24N12O6
Method: DFT, the ωB97M-V functional and the def2-TZVPD basis

The HOMO-LUMO gap is 8.82 eV. Its calculated total energy is -36779.74173 eV. For the HOMO energy, the calculation gives -9.0 eV.

```
! wB97M-V def2-TZVPD RIJCOSX def2/J DEFGRID3
* xyz 0 1
C -1.402 -0.223 -0.470
O -2.222 -1.083 -0.179
N -1.754 1.034 -0.660
N -0.126 -0.455 -0.491
H -1.208 1.720 -1.178
H -2.780 1.018 -0.849
H 0.514 0.360 -0.829
H 0.175 -1.415 -0.262
C 0.515 3.988 -0.108
O -0.580 3.611 -0.414
N 0.976 5.169 -0.232
N 1.375 3.160 0.483
H 0.428 6.047 -0.531
H 1.719 5.486 0.361
H 1.043 2.407 0.932
H 2.252 3.524 0.860
C -1.961 -4.446 1.805
O -2.148 -4.719 2.994
N -1.614 -3.243 1.549
N -2.015 -5.218 0.770
H -1.905 -2.943 0.626
H -1.735 -2.549 2.346
H -2.328 -6.148 1.009
H -1.565 -4.956 -0.058
C 0.673 -3.570 -0.960
O -0.336 -4.165 -1.327
N 0.750 -2.986 0.264
N 1.702 -3.332 -1.728
H -0.106 -3.170 0.823
H 1.629 -2.496 0.568
H 1.564 -3.504 -2.690
H 2.535 -2.806 -1.383
C 1.406 1.570 -2.636
O 1.683 0.798 -3.577
N 1.783 1.441 -1.417
N 0.873 2.748 -2.816
H 2.386 0.567 -1.251
H 1.680 2.129 -0.697
H 0.681 2.879 -3.775
H 0.462 3.405 -2.164
C -0.152 1.572 2.636
O 0.217 1.889 3.802
N 0.529 0.949 1.744
N -1.393 1.638 2.185
H 1.421 0.507 1.984
H 0.065 0.327 1.024
H -2.181 2.153 2.678
H -1.544 1.353 1.241
*
```


(4)
Molecular formula: C21H31BrFIN2O15P
Method: DFT, the ωB97M-V functional and the def2-TZVPD basis

The HOMO-LUMO gap is 7.68 eV. Its calculated total energy is -146109.05313 eV. For the HOMO energy, the calculation gives -11.4 eV.

```
! wB97M-V def2-TZVPD RIJCOSX def2/J DEFGRID3
* xyz 1 1
C 0.005 -4.165 -1.343
C -0.018 -2.841 -2.298
C -1.010 -1.615 -1.735
Br -2.916 -2.154 -1.492
C -0.306 -0.805 -0.521
N -0.316 -0.841 0.837
I -1.425 -2.143 1.962
C 0.606 0.156 1.549
C 1.205 -0.233 3.024
C 2.681 0.400 3.363
O 2.991 1.701 3.409
F 3.818 -0.554 3.641
C 1.826 0.190 0.404
N 2.284 -1.269 0.465
C 0.785 0.368 -0.890
P 1.535 0.476 -2.640
O 2.030 2.087 -3.077
O 2.907 -0.570 -2.866
H -0.720 -4.969 -1.787
H 1.116 -4.596 -1.383
H -0.215 -3.895 -0.228
H -0.504 -3.177 -3.332
H 1.096 -2.467 -2.467
H -1.030 -0.854 -2.658
H 0.165 1.238 1.541
H 1.312 -1.412 3.171
H 0.403 0.125 3.825
H 2.613 1.042 0.572
H 2.775 -1.487 -0.428
H 2.982 -1.423 1.231
H 0.174 1.357 -0.760
H 2.286 2.551 -2.209
H 2.949 -0.946 -3.807
C -4.610 -0.941 6.124
C -4.397 0.130 5.103
O -3.159 -0.223 4.515
C -2.993 -1.563 4.714
O -2.117 -2.234 4.193
O -3.934 -2.055 5.572
H -5.669 -1.166 6.276
H -4.156 -0.694 7.089
H -5.170 0.128 4.328
H -4.344 1.126 5.550
C 1.607 5.285 -4.455
C 2.764 4.716 -5.209
O 2.478 5.060 -6.551
C 1.650 6.144 -6.516
O 1.340 6.806 -7.492
O 1.214 6.391 -5.246
H 1.884 5.608 -3.447
H 0.768 4.585 -4.386
H 3.716 5.175 -4.921
H 2.843 3.632 -5.094
C 2.125 -6.163 -4.507
C 3.424 -6.864 -4.269
O 4.195 -5.896 -3.584
C 3.317 -5.035 -2.991
O 3.631 -4.179 -2.182
O 2.041 -5.259 -3.422
H 1.275 -6.851 -4.506
H 2.122 -5.594 -5.442
H 3.312 -7.745 -3.629
H 3.913 -7.161 -5.201
C -4.116 5.419 4.199
C -3.420 4.711 5.315
O -4.246 3.587 5.554
C -4.939 3.352 4.401
O -5.617 2.359 4.195
O -4.772 4.372 3.509
H -3.419 5.941 3.538
H -4.867 6.130 4.558
H -2.422 4.361 5.031
H -3.338 5.329 6.213
*
```